Here is an isolated molecule of C6H11NO in a non-equilibrium geometry from the Open Molecules 2025 dataset. Energies are from ωB97M-V/def2-TZVPD.

Bonds (Å) are listed after each position.
Positions of all 19 atoms, in Å:
1 C 1.3802 0.0613 0.9315  C2 1.486, C4 1.435, H10 1.083
2 C 2.3901 -0.8168 0.2853  C1 1.486, H12 1.091, H13 1.089, H14 1.098
3 C -1.1437 -0.3571 -1.4036  C5 1.528, H15 1.090, H16 1.090, H17 1.091
4 C 0.4729 0.9256 0.2330  C1 1.435, C5 1.701, N8 1.254
5 C -1.0218 0.1387 0.0370  C3 1.528, C4 1.701, C6 1.394, O7 1.573
6 C -2.1668 0.7372 0.5595  C5 1.394, H18 1.080, H19 1.080
7 O -0.4968 -1.0181 0.9645  C5 1.573, H9 0.978
8 N 0.7182 2.0530 -0.2581  C4 1.254, H11 1.028
9 H -0.7163 -1.9093 0.6273  O7 0.978
10 H 1.5423 0.3085 1.9733  C1 1.083
11 H -0.1095 2.5376 -0.6283  N8 1.028
12 H 2.6117 -1.6775 0.9186  C2 1.091
13 H 2.0623 -1.1545 -0.6963  C2 1.089
14 H 3.3209 -0.2469 0.1631  C2 1.098
15 H -0.3169 -1.0115 -1.6778  C3 1.090
16 H -2.0913 -0.8749 -1.5552  C3 1.090
17 H -1.1275 0.5011 -2.0773  C3 1.091
18 H -2.2129 1.0389 1.5956  C6 1.080
19 H -3.0950 0.7646 0.0081  C6 1.080

As for the total charge: 0. The maximum force is 3.74 eV/A. As for the relative energy (zero: lowest compared OMol25 entry of this formula, charge and spin): 126.0 kcal/mol. For the calculated total energy, the calculation gives -9932.9906 eV. The molar mass is 113.160 Da.

=====

Here is a cluster of 2 separate species, C5H13NO2 in total in a non-equilibrium geometry from the Open Molecules 2025 dataset. Energies are from ωB97M-V/def2-TZVPD.

Bonds (Å) are listed after each position.
Positions of all 21 atoms, in Å:
1 C 2.6820 0.5653 1.2856  C2 1.509, H8 1.135, H9 1.085, H10 1.097
2 C 1.2931 -0.0243 1.2772  C1 1.509, C3 1.588, H11 1.122, H12 1.119
3 C 0.4595 0.1328 -0.0652  C2 1.588, C4 1.459, N6 1.484, H13 1.184
4 C 0.5919 -1.0252 -0.9437  C3 1.459, O5 1.187, H14 1.081
5 O 0.4787 -0.9938 -2.1252  C4 1.187
6 N -0.9519 0.3539 0.3383  C3 1.484, C7 1.471, H15 0.982
7 C -1.7414 1.0052 -0.7189  N6 1.471, H16 1.207, H17 1.094, H18 1.133
8 H 2.7832 1.5387 1.8599  C1 1.135
9 H 3.0381 0.8056 0.2893  C1 1.085
10 H 3.4482 -0.1151 1.6765  C1 1.097
11 H 0.6845 0.4852 2.0707  C2 1.122
12 H 1.1270 -1.0900 1.5741  C2 1.119
13 H 0.7851 1.1235 -0.6269  C3 1.184
14 H 0.9811 -1.9939 -0.6625  C4 1.081
15 H -0.9839 1.0121 1.0667  N6 0.982
16 H -2.7302 0.3133 -0.7164  C7 1.207
17 H -1.2243 1.0283 -1.6831  C7 1.094
18 H -2.1349 2.0559 -0.5596  C7 1.133
19 O -3.2368 -1.6535 -1.0898  H20 0.915, H21 0.963
20 H -2.6489 -1.6487 -0.3891  O19 0.915
21 H -2.7000 -1.8753 -1.8581  O19 0.963

As for the total charge: 0. The maximum force is 4.43 eV/A. As for the relative energy (zero: lowest compared OMol25 entry of this formula, charge and spin): 71.4 kcal/mol. For the calculated total energy, the calculation gives -10978.7808 eV. The SMILES is CC[C@@H](C=O)NC.O. The molar mass is 119.164 Da.

=====

Here is an isolated molecule of C5H9NO in a non-equilibrium geometry from the Open Molecules 2025 dataset. Energies are from ωB97M-V/def2-TZVPD.

Bonds (Å) are listed after each position.
Positions of all 16 atoms, in Å:
1 H -3.6918 -0.3688 -0.9303  N2 1.025
2 N -2.7323 -0.5313 -0.6096  H1 1.025, C3 1.258
3 C -2.1412 0.4771 -0.1431  N2 1.258, C4 1.862, H9 1.103
4 C -0.4856 0.1392 0.6380  C3 1.862, C5 1.432, H10 1.084, H11 1.081
5 C 0.2904 0.3971 -0.5375  C4 1.432, O6 1.367, C7 1.847, H12 1.093
6 O 0.4271 1.7136 -0.8811  C5 1.367, H13 0.964
7 C 1.8117 -0.1507 0.3552  C5 1.847, C8 1.320, H14 1.088
8 C 2.0375 -1.3711 0.8060  C7 1.320, H15 1.084, H16 1.085
9 H -2.5061 1.5159 -0.2152  C3 1.103
10 H -0.3822 0.8577 1.4429  C4 1.084
11 H -0.6562 -0.9007 0.8794  C4 1.081
12 H 0.1450 -0.3010 -1.3659  C5 1.093
13 H 0.9841 1.7885 -1.6642  O6 0.964
14 H 2.6392 0.5404 0.2118  C7 1.088
15 H 1.2276 -2.0717 0.9764  C8 1.084
16 H 3.0330 -1.7343 1.0373  C8 1.085

As for the total charge: 0. The maximum force is 7.26 eV/A. As for the relative energy (zero: lowest compared OMol25 entry of this formula, charge and spin): 110.3 kcal/mol. For the calculated total energy, the calculation gives -8864.4316 eV. The SMILES is [H]/N=C/C[C@@H](O)C=C. The molar mass is 99.133 Da.